{
  "formula": "C6H14NO",
  "method": "ωB97M-V with the def2-TZVPD basis set",
  "multiplicity": 2,
  "homo_energy_ev": [-5.68, -8.35],
  "relative_energy_kcal_mol": 21.5,
  "lumo_energy_ev": [0.300, 0.294],
  "symbols": ["C", "C", "C", "C", "C", "C", "N", "H", "H", "H", "H", "H", "H", "H", "H", "H", "H", "H", "H", "H", "H", "O"],
  "coordinates": [[-0.01783, 1.59447, 1.99841], [0.25079, 0.05645, 2.02964], [0.65573, -0.60059, 0.68172], [0.48417, 0.31438, -0.52898], [1.48255, 1.13657, -0.84938], [-1.10888, 0.62034, -2.33107], [-0.49436, -0.17338, -1.41209], [-0.27622, 2.06268, 2.94903], [0.92635, 2.06500, 1.72205], [-0.70849, 1.82170, 1.19163], [1.00438, -0.03982, 2.82715], [-0.65082, -0.38595, 2.47084], [1.71248, -0.92248, 0.73159], [0.03254, -1.48848, 0.57866], [1.58056, 1.67481, -1.77928], [2.39881, 1.24324, -0.26686], [-1.85335, -0.02158, -2.82200], [-1.18866, 1.68597, -2.23938], [-0.63998, -1.20009, -1.36679], [-1.78233, -3.06755, -0.68777], [-0.66374, -3.59280, -1.54748], [-1.14370, -2.78289, -1.34962]],
  "nbo_charge": [-0.61, -0.39, -0.44, 0.18, -0.49, -0.30, -0.60, 0.21, 0.20, 0.21, 0.20, 0.19, 0.21, 0.21, 0.20, 0.20, 0.17, 0.19, 0.43, 0.49, 0.49, -0.93]
}

---

{
  "formula": "C14H16NO7V",
  "method": "ωB97M-V with the def2-TZVPD basis set",
  "multiplicity": 3,
  "homo_energy_ev": [-8.61, -8.81],
  "relative_energy_kcal_mol": 0.0,
  "lumo_energy_ev": [-0.360, -0.410],
  "symbols": ["V", "O", "C", "C", "N", "C", "C", "O", "O", "C", "C", "O", "O", "H", "H", "H", "H", "H", "H", "H", "H", "H", "C", "C", "O", "C", "C", "C", "C", "C", "C", "O", "H", "H", "H", "H", "H", "H", "H"],
  "coordinates": [[-0.66419, -0.22008, -0.50634], [0.19787, -1.37373, 1.17945], [1.22103, -2.22888, 0.63852], [0.77763, -2.79028, -0.70322], [0.37477, -1.70295, -1.61077], [-0.58408, -2.10700, -2.65219], [-1.48851, -0.92893, -3.05159], [-2.18521, -1.03088, -4.02909], [-1.45882, 0.09178, -2.22472], [1.52837, -0.96936, -2.17292], [1.98660, 0.16768, -1.25708], [3.13308, 0.53980, -1.26691], [1.01810, 0.67606, -0.52974], [-0.58680, -1.90239, 1.39474], [2.10916, -1.60553, 0.55322], [1.43876, -3.03862, 1.33578], [1.57720, -3.39996, -1.13862], [-0.09421, -3.42882, -0.55216], [-0.09111, -2.51283, -3.53780], [-1.24471, -2.87168, -2.24275], [2.35976, -1.63923, -2.40124], [1.20799, -0.49691, -3.10335], [-3.38206, 2.65406, 1.19577], [-2.88822, 1.33635, 0.66982], [-1.66232, 1.24608, 0.48714], [-3.82093, 0.25054, 0.41034], [-5.20509, 0.51586, 0.46836], [-6.14250, -0.46308, 0.26368], [-5.70784, -1.76894, 0.01086], [-4.36998, -2.06959, -0.04088], [-3.38852, -1.07660, 0.14183], [-2.12559, -1.43654, 0.07417], [-2.52352, 3.27126, 1.44270], [-4.01678, 2.52341, 2.07116], [-3.97174, 3.15736, 0.42736], [-5.53937, 1.52476, 0.66567], [-7.19724, -0.23011, 0.29684], [-6.43634, -2.55399, -0.15032], [-4.02626, -3.07619, -0.23961]],
  "nbo_charge": [1.51, -0.69, -0.09, -0.24, -0.44, -0.34, 0.78, -0.59, -0.73, -0.36, 0.77, -0.59, -0.72, 0.51, 0.21, 0.20, 0.21, 0.22, 0.22, 0.23, 0.22, 0.24, -0.70, 0.64, -0.62, -0.31, -0.12, -0.27, -0.15, -0.24, 0.41, -0.78, 0.25, 0.24, 0.25, 0.21, 0.22, 0.22, 0.21]
}

---

{
  "formula": "C24H27BrN4O2PbS3",
  "method": "ωB97M-V with the def2-TZVPD basis set",
  "homo_energy_ev": -6.93,
  "relative_energy_kcal_mol": 44.9,
  "lumo_energy_ev": 0.068,
  "symbols": ["Pb", "C", "C", "N", "N", "C", "N", "S", "C", "C", "C", "C", "C", "N", "H", "H", "H", "H", "H", "H", "H", "H", "H", "O", "S", "C", "C", "C", "C", "S", "O", "C", "C", "C", "C", "C", "C", "C", "C", "C", "C", "C", "C", "H", "H", "H", "H", "H", "H", "H", "H", "H", "H", "H", "H", "H", "H", "H", "H", "H", "H", "Br"],
  "coordinates": [[0.20558, 1.96196, -0.17733], [0.22424, 4.58462, 3.82897], [0.18742, 3.53672, 2.75947], [0.06947, 3.79810, 1.51283], [-0.13584, 5.08508, 1.10790], [-0.82696, 5.16295, 0.00125], [-1.01809, 6.39700, -0.52039], [-1.57439, 3.83872, -0.87475], [0.15993, 2.09725, 3.12818], [0.38413, 1.68517, 4.43068], [0.21376, 0.34868, 4.76389], [-0.14554, -0.54719, 3.77845], [-0.29721, -0.07260, 2.48671], [-0.18967, 1.21248, 2.17382], [0.09249, 5.55973, 3.37275], [1.18930, 4.56651, 4.34118], [-0.56311, 4.41668, 4.56553], [-0.71554, 7.19730, 0.00718], [-1.66978, 6.50779, -1.27355], [0.69979, 2.39910, 5.17759], [0.37873, 0.01532, 5.78004], [-0.25994, -1.60264, 3.98018], [-0.55672, -0.74296, 1.67365], [0.48567, -0.59424, -0.94821], [1.97239, -0.87235, -0.86161], [2.39135, -1.24431, -2.63156], [1.86319, -0.08996, -3.48854], [0.74304, -0.51401, -4.42094], [-0.40205, -1.06415, -3.57873], [-1.57218, 0.25614, -3.23197], [-0.78766, 1.37712, -2.59338], [-2.45114, -0.52392, -1.87197], [-2.46555, -1.88817, -1.61471], [-3.20153, -2.36865, -0.53937], [-3.93958, -1.49996, 0.25184], [-3.93520, -0.13737, -0.02041], [-3.18829, 0.35380, -1.08043], [2.07999, -2.59605, -0.38158], [3.30096, -3.25210, -0.40143], [3.35142, -4.59935, -0.07985], [2.19038, -5.27834, 0.26933], [0.97916, -4.60179, 0.31274], [0.92098, -3.25423, -0.01635], [1.99348, -2.21949, -2.91500], [3.48103, -1.30330, -2.65998], [2.67224, 0.35416, -4.07011], [1.46650, 0.69641, -2.84274], [1.08319, -1.27006, -5.13130], [0.41670, 0.34524, -5.01491], [-0.04964, -1.41805, -2.60980], [-0.96236, -1.84149, -4.10183], [-1.89835, -2.57997, -2.22079], [-3.20222, -3.42920, -0.32192], [-4.52014, -1.88349, 1.08107], [-4.51748, 0.54475, 0.58550], [-3.16361, 1.41812, -1.28869], [4.20931, -2.71775, -0.65456], [4.29880, -5.12279, -0.10063], [2.23167, -6.33279, 0.51109], [0.07620, -5.12326, 0.60604], [-0.00941, -2.70161, 0.01087], [2.20669, -0.42938, 2.04060]],
  "nbo_charge": [1.40, -0.69, 0.25, -0.35, -0.45, 0.30, -0.80, -0.44, 0.16, -0.24, -0.15, -0.23, 0.12, -0.57, 0.26, 0.23, 0.23, 0.40, 0.40, 0.22, 0.22, 0.23, 0.22, -1.06, 1.31, -0.61, -0.42, -0.40, -0.64, 1.29, -1.01, -0.27, -0.16, -0.22, -0.20, -0.19, -0.22, -0.11, -0.25, -0.20, -0.21, -0.19, -0.26, 0.22, 0.23, 0.22, 0.23, 0.21, 0.22, 0.28, 0.23, 0.22, 0.22, 0.22, 0.22, 0.24, 0.22, 0.22, 0.21, 0.21, 0.24, -0.75]
}